A) The following is a quantum chemistry calculation of a 2-piece molecular cluster, C14H16 overall, from the Open Molecules 2025 dataset.

Properties
- SMILES string = Cc1ccccc1.Cc1ccccc1
- total charge = 0
- orbital gap (eV) = 9.890

XYZ file:
```
30
Properties=species:S:1:pos:R:3:mulliken_charge:R:1
C -1.9002 -0.9811 2.1003 -1.4788
C -2.8354 -1.4211 -0.1817 -0.3824
C -1.8766 -1.6883 0.7802 0.7304
C -2.7684 -2.1014 -1.4033 -0.4122
C -1.7355 -2.9554 -1.7276 -0.5375
C -0.7284 -2.3870 0.3948 -0.3648
C -0.6741 -3.0790 -0.8153 -0.4755
H -3.6735 -0.7453 -0.0827 0.3441
H -3.5985 -1.9465 -2.0830 0.3541
H -1.0060 -0.4407 2.3771 0.3757
H -2.1499 -1.6956 2.8956 0.4116
H -1.6818 -3.6463 -2.5586 0.3872
H 0.0621 -2.5573 1.1169 0.3609
H 0.2610 -3.5683 -1.0483 0.3719
H -2.7825 -0.3360 2.1389 0.3607
C 2.5804 2.4156 -2.1133 -1.3597
C 0.4408 1.0713 0.6598 -0.1757
C 0.9692 1.2376 -0.6275 -0.5728
C 1.0509 1.5894 1.7606 -0.5828
C 2.0400 2.1112 -0.7668 0.9844
C 2.2332 2.3504 1.6320 -0.5162
C 2.7515 2.5492 0.3697 -0.6511
H -0.5162 0.5894 0.8160 0.4165
H 0.4785 0.7635 -1.4663 0.4483
H 0.5820 1.4486 2.7265 0.3812
H 2.6089 2.7692 2.5512 0.3559
H 1.8995 2.9016 -2.8210 0.3206
H 2.8804 1.5439 -2.7089 0.3042
H 3.6194 3.1591 0.1538 0.2643
H 3.4691 3.0491 -2.0691 0.3377
```

=====

B) The following is a quantum chemistry calculation of a 2-piece molecular cluster, C14H16 overall, from the Open Molecules 2025 dataset.

Properties
- SMILES string = Cc1ccccc1.Cc1ccccc1
- total charge = 0
- orbital gap (eV) = 9.860

XYZ file:
```
30
Properties=species:S:1:pos:R:3:mulliken_charge:R:1
C -4.2218 0.5895 -2.2879 -1.4359
C -0.7398 -0.2705 -4.6270 -0.2454
C -0.9828 -0.9672 -3.4337 -0.7044
C -1.5741 0.7330 -5.0474 -0.5450
C -2.1090 -0.6397 -2.7142 -0.2627
C -2.6929 1.0668 -4.2695 -0.2425
C -3.0038 0.3725 -3.1252 0.7310
H 0.1126 -0.5761 -5.2257 0.3388
H -0.3572 -1.7957 -3.1467 0.3744
H -1.3895 1.3158 -5.9379 0.3622
H -2.3596 -0.9511 -1.7118 0.3215
H -3.3350 1.8604 -4.6486 0.2978
H -4.8250 -0.3249 -2.2650 0.3146
H -4.8467 1.4340 -2.5496 0.3667
H -3.9477 0.6933 -1.2287 0.3289
C 1.0968 1.5177 4.1360 -1.2898
C 3.6840 -1.7246 2.9104 -0.3592
C 2.4756 -1.9983 3.5236 -0.4229
C 4.0379 -0.4001 2.6848 -0.5867
C 1.6065 -0.9727 3.9112 -0.3194
C 3.1506 0.5965 3.0266 -0.2998
C 1.9171 0.3486 3.6556 0.6425
H 4.3805 -2.5171 2.6607 0.3515
H 2.1213 -3.0230 3.5618 0.3306
H 4.9508 -0.2099 2.1456 0.3542
H 0.7370 -1.3393 4.4359 0.3390
H 3.3940 1.6334 2.8509 0.2975
H 0.7027 1.3781 5.1431 0.3321
H 0.3084 1.7567 3.4283 0.2767
H 1.7091 2.4142 4.1444 0.3537
```

=====

C) The following is a quantum chemistry calculation of a 2-piece molecular cluster, C14H16 overall, from the Open Molecules 2025 dataset.

Properties
- SMILES string = Cc1ccccc1.Cc1ccccc1
- total charge = 0
- orbital gap (eV) = 9.724

XYZ file:
```
30
Properties=species:S:1:pos:R:3:mulliken_charge:R:1
C -1.4278 -2.1642 -2.4090 -1.3598
C -2.6169 -0.0727 -1.5490 -0.3637
C -1.6092 -0.6703 -2.3034 0.7481
C -2.6596 1.3091 -1.4213 -0.5039
C -0.6364 0.1929 -2.8554 -0.4248
C -1.5524 2.0896 -1.7232 -0.5346
C -0.5694 1.5338 -2.5355 -0.3272
H -3.4902 -0.5859 -1.1737 0.3863
H -3.5814 1.8671 -1.1298 0.3074
H -0.4112 -2.5405 -2.4762 0.3667
H -2.0513 -2.4965 -3.2451 0.2950
H 0.1416 -0.2755 -3.4704 0.2991
H -1.4365 3.1509 -1.6256 0.3937
H 0.2091 2.1755 -2.9724 0.3568
H -1.8310 -2.5625 -1.4767 0.3624
C 3.3884 -0.8708 1.1823 -1.2778
C -0.1784 0.7587 2.9741 -0.5291
C 0.9998 1.4448 2.9181 -0.2780
C -0.1637 -0.5916 2.5008 -0.4325
C 2.1689 0.9926 2.3588 -0.5669
C 1.0647 -1.1252 2.1741 -0.6235
C 2.2230 -0.3202 1.9539 0.9832
H -1.0743 1.1546 3.4308 0.4078
H 0.8479 2.4397 3.3259 0.2887
H -1.0617 -1.1919 2.6832 0.3879
H 3.0439 1.6126 2.2755 0.4151
H 1.1545 -2.1454 1.8109 0.3104
H 3.7439 -0.1457 0.4176 0.3018
H 3.0487 -1.8041 0.6923 0.3143
H 4.3169 -1.1588 1.6684 0.2972
```

=====

Relative energy table, unit kcal/mol: A) 4.4; B) 0.0; C) 14.3

=====

A) The following is a quantum chemistry calculation of C11H44O11 as an isolated structure, from the Open Molecules 2025 dataset.

Properties
- total charge = 0
- orbital gap (eV) = 7.356

XYZ file:
```
66
Properties=species:S:1:pos:R:3:mulliken_charge:R:1
C 2.0541 1.4145 -1.9627 -1.0483
O 0.7784 2.0617 -1.9673 -0.7021
H 1.9241 0.3835 -1.6337 0.1434
H 2.4728 1.4159 -2.9691 0.4665
H 2.7611 1.8387 -1.2498 0.3740
H 0.1193 1.8194 -1.3128 0.4113
C -1.5494 2.4375 -2.6316 0.7577
O -0.2990 2.9469 -3.1661 -0.7667
H -2.1971 3.3114 -2.5614 0.2599
H -1.9634 1.6151 -3.2151 0.6377
H -1.3075 1.9889 -1.6681 -1.0048
H 0.4625 2.5604 -2.7274 1.0644
C 3.5465 -1.2232 -0.1564 0.2239
O 3.8617 -2.5418 0.1405 -0.5490
H 2.4933 -1.0711 0.0800 -0.7255
H 4.2307 -0.5859 0.4038 0.3069
H 3.8777 -1.0936 -1.1867 0.3411
H 3.1797 -3.0510 -0.3036 0.3650
C 2.2788 -1.2829 2.5579 -1.2125
O 1.1339 -0.9166 1.9562 -0.7192
H 2.5251 -2.2956 2.2386 0.3645
H 3.1111 -0.5838 2.4774 0.3926
H 1.9287 -1.3009 3.5900 0.2593
H 1.2088 0.0404 1.9420 1.0843
C 1.9787 1.6343 1.1034 0.3919
O 1.8548 0.8788 2.2760 -0.3856
H 2.4332 1.0649 0.2927 -0.6342
H 0.9500 1.7974 0.7818 -0.7380
H 2.5864 2.5185 1.2953 0.3976
H 2.1063 1.4179 3.0295 0.3470
C -2.8917 0.2721 -1.6107 -1.5187
O -2.5383 0.5966 -0.1970 -0.6712
H -3.3364 1.1335 -2.1091 0.4996
H -2.0280 0.0297 -2.2298 0.5048
H -3.6295 -0.5298 -1.6369 0.3871
H -3.2225 0.2733 0.3938 0.3943
C 0.0471 -0.0564 0.0238 -0.2139
O -0.3791 1.2101 -0.4976 -0.6914
H -0.0146 -0.8704 -0.6984 0.5049
H 1.0677 -0.1512 0.3945 -2.4189
H -0.6483 -0.3493 0.8104 1.3171
H -1.3309 1.0919 -0.5398 0.5033
C 0.2069 -3.1635 0.6758 -1.0627
O -0.3632 -2.3289 1.6544 -0.8208
H -0.5459 -3.8751 0.3366 0.4046
H 0.4603 -2.6051 -0.2253 0.2068
H 0.9688 -3.7991 1.1272 0.4044
H 0.2911 -1.6512 1.8395 1.1468
C -2.7185 -1.7860 2.4442 -0.9268
O -2.1468 -1.8382 1.1227 -0.6360
H -1.9048 -1.6869 3.1627 0.2875
H -3.3845 -0.9274 2.5304 0.2529
H -3.1891 -2.7314 2.7140 0.2564
H -1.2547 -2.1709 1.2456 1.1334
C -1.9988 -2.3213 -1.5616 -0.8642
O -2.8170 -2.1183 -2.6850 -0.5836
H -2.6001 -2.2827 -0.6533 0.5232
H -1.4922 -3.2842 -1.4967 0.3596
H -1.2445 -1.5411 -1.4591 0.1938
H -3.7099 -2.3105 -2.3894 0.3988
C -0.3912 3.4846 0.4673 -0.3781
O 0.3612 4.6213 0.8630 -0.5351
H -1.4374 3.6249 0.7391 0.5060
H -0.4765 3.3136 -0.6058 0.1455
H -0.1876 2.5328 0.9580 0.5290
H -0.0626 4.9948 1.6392 0.3586
```

=====

B) The following is a quantum chemistry calculation of a 11-piece molecular cluster, C11H44O11 overall, from the Open Molecules 2025 dataset.

Properties
- SMILES string = CO.CO.CO.CO.CO.CO.CO.CO.CO.CO.CO
- total charge = 0
- orbital gap (eV) = 10.008

XYZ file:
```
66
Properties=species:S:1:pos:R:3:mulliken_charge:R:1
C 1.2980 -3.1714 -4.2838 -0.5978
O 0.4570 -3.2293 -3.1433 -0.4702
H 1.1027 -3.9954 -4.9700 0.2647
H 1.1258 -2.2215 -4.7899 0.2178
H 2.3459 -3.1255 -3.9873 0.2735
H 0.8663 -2.6074 -2.5372 0.2311
C 4.1041 -1.1626 0.7023 -0.4660
O 4.8414 -0.0709 1.2193 -0.5277
H 3.0900 -1.2152 1.0985 0.0990
H 4.0625 -0.9987 -0.3745 0.1507
H 4.6382 -2.0877 0.9193 0.4780
H 5.5972 -0.3363 1.7484 0.2871
C -1.8035 4.5154 -1.6105 -0.7825
O -1.1226 3.3516 -1.1750 -0.3135
H -1.3563 4.9560 -2.5016 0.2495
H -2.8466 4.3622 -1.8872 0.2730
H -1.6749 5.2912 -0.8557 0.2859
H -1.3872 3.1219 -0.2812 0.4429
C -2.3737 -2.8416 3.2298 -0.7043
O -1.2239 -2.1495 2.6850 -0.3543
H -3.1757 -2.9132 2.4951 0.2550
H -2.0205 -3.8174 3.5630 0.3150
H -2.7049 -2.2572 4.0882 0.2125
H -0.8552 -2.6567 1.9581 0.2815
C 2.4209 0.8724 3.7375 -0.5201
O 2.7484 1.5099 2.5104 -0.5046
H 3.2279 0.2505 4.1250 0.2979
H 2.2201 1.5483 4.5687 0.2657
H 1.5490 0.2588 3.5109 0.1643
H 3.1897 0.8302 1.9958 0.1845
C -1.0039 2.2946 2.6656 -0.5023
O -1.3452 2.9014 1.4576 -0.5059
H -1.6113 2.6325 3.5053 0.3767
H -1.1279 1.2171 2.5575 0.0080
H 0.0302 2.5378 2.9097 0.2796
H -1.4140 3.8541 1.5540 0.2120
C -3.6941 0.1499 0.6254 0.2809
O -4.7337 -0.2741 -0.2204 -0.5917
H -2.8976 0.5309 -0.0138 -0.2572
H -4.0750 0.9216 1.2944 0.3241
H -3.3142 -0.6785 1.2234 -0.0524
H -5.3417 -0.6626 0.4128 0.3110
C 1.4507 -4.1036 0.0342 -0.5760
O 0.3565 -3.2717 0.3436 -0.5475
H 1.3769 -4.4987 -0.9790 0.2812
H 2.4273 -3.6299 0.1336 0.1343
H 1.4159 -5.0091 0.6400 0.3223
H 0.4090 -2.4317 -0.1182 0.2921
C 0.2736 0.1347 0.2519 0.3972
O 0.7431 -0.6504 -0.7399 -0.1674
H 1.0863 0.6380 0.7759 0.3222
H -0.4781 0.8225 -0.1353 -0.1965
H -0.2536 -0.4840 0.9781 -0.2778
H 1.0911 -0.0998 -1.4451 0.1654
C -3.2618 1.3215 -2.9337 -0.1489
O -4.5013 1.6575 -2.2624 -0.5493
H -2.4755 1.0651 -2.2237 -0.1177
H -3.3664 0.6850 -3.8124 0.3096
H -2.9200 2.2591 -3.3721 0.1886
H -4.6991 0.9892 -1.6022 0.3664
C 2.6507 1.7003 -1.9031 -0.4300
O 2.1351 0.6327 -2.7163 -0.5752
H 1.8557 2.2190 -1.3673 0.1088
H 3.3512 1.3362 -1.1516 0.0913
H 3.2092 2.4290 -2.4907 0.4323
H 2.3120 0.8539 -3.6336 0.3035
```

=====

C) The following is a quantum chemistry calculation of a 11-piece molecular cluster, C11H44O11 overall, from the Open Molecules 2025 dataset.

Properties
- SMILES string = CO.CO.CO.CO.CO.CO.CO.CO.CO.CO.CO
- total charge = 0
- orbital gap (eV) = 9.154

XYZ file:
```
66
Properties=species:S:1:pos:R:3:mulliken_charge:R:1
C 3.0559 3.5438 -0.5459 -0.6947
O 3.1812 2.1024 -0.7127 -0.6333
H 2.1980 3.8407 0.0574 0.2334
H 4.0060 3.9001 -0.1479 0.2583
H 2.8928 4.0292 -1.5082 0.3174
H 2.9937 1.6251 0.0988 0.4039
C -2.5205 3.6568 -0.9922 -0.4999
O -3.7001 2.9390 -0.6148 -0.4601
H -1.7881 2.9830 -1.4370 0.1877
H -2.7259 4.5062 -1.6436 0.3192
H -2.0161 4.0317 -0.1016 0.2100
H -4.0518 2.4982 -1.3917 0.2675
C -1.1227 -1.0978 3.7633 -0.3302
O -2.5218 -1.2905 3.9021 -0.5823
H -0.8246 -1.2476 2.7256 -0.0194
H -0.8603 -0.0985 4.1109 0.2639
H -0.5740 -1.8470 4.3339 0.3323
H -2.9772 -0.4454 3.9178 0.3436
C 1.8921 -3.2680 2.3310 -0.2859
O 2.5393 -4.1506 1.4179 -0.5309
H 1.2612 -3.7672 3.0664 0.3098
H 2.5450 -2.5238 2.7871 0.2341
H 1.2400 -2.6643 1.6998 -0.0090
H 3.2272 -3.6422 0.9822 0.2914
C 2.9164 -0.5610 -2.5852 -0.3581
O 2.5849 0.7559 -2.9130 -0.5837
H 2.2885 -1.2318 -3.1716 0.1720
H 3.9817 -0.7231 -2.7493 0.3307
H 2.6863 -0.7093 -1.5301 -0.0336
H 2.7659 1.3096 -2.1499 0.5078
C 0.8708 -4.0500 -1.9121 -0.5960
O 0.2136 -2.9550 -2.5793 -0.4684
H 0.0874 -4.6313 -1.4259 0.3042
H 1.5310 -4.6899 -2.4976 0.3773
H 1.3738 -3.6690 -1.0233 0.0825
H 0.0585 -3.2032 -3.4936 0.2496
C -0.1756 -0.2756 -0.3121 -0.1178
O -0.9019 -1.3958 -0.7255 -0.4804
H -0.4754 -0.0856 0.7185 -0.0520
H 0.8983 -0.4562 -0.2653 -0.0970
H -0.4155 0.6354 -0.8602 0.3873
H -0.5250 -1.7738 -1.5235 0.2276
C -3.8384 -0.7072 0.4598 -0.2207
O -3.5161 -1.9056 -0.1203 -0.5990
H -4.7346 -0.8447 1.0647 0.3190
H -3.0373 -0.4137 1.1382 -0.0878
H -3.9381 0.1276 -0.2340 0.1439
H -2.6158 -1.9008 -0.4535 0.5219
C -2.9965 1.9867 2.7325 -0.2586
O -3.6298 1.3482 3.7418 -0.5286
H -2.3917 2.8185 3.0937 0.3655
H -2.3232 1.2951 2.2262 -0.1738
H -3.6559 2.4750 2.0150 0.3302
H -4.3741 1.8923 4.0092 0.3234
C 2.8430 0.6038 2.3181 -0.7151
O 1.9808 1.3871 1.5365 -0.3877
H 3.4652 -0.1747 1.8765 0.2851
H 3.5286 1.2472 2.8695 0.3486
H 2.2714 0.0775 3.0826 0.2740
H 1.4486 1.9183 2.1332 0.2155
C -0.2157 0.3195 -4.9660 -0.3588
O 0.5213 1.4086 -4.4274 -0.5595
H -0.3761 -0.3864 -4.1511 -0.0293
H -1.2091 0.6074 -5.3100 0.2849
H 0.3946 -0.1207 -5.7545 0.2577
H 1.2858 1.0376 -3.9807 0.4706
```

=====

Relative energy table, unit kcal/mol: A) 418.8; B) 0.0; C) 7.5

=====

A) The following is a quantum chemistry calculation of C4H9N2O2 as an isolated structure, from the Open Molecules 2025 dataset.

Properties
- total charge = -1
- orbital gap (eV) = 7.913

XYZ file:
```
17
Properties=species:S:1:pos:R:3:mulliken_charge:R:1
C -0.2653 -0.8594 -0.2458 -0.7161
N -1.3963 -0.3371 0.4720 -0.2113
C -2.5810 0.0157 -0.3060 0.5168
O -3.6382 -0.0515 0.3501 -0.7894
O -2.3639 0.3072 -1.4889 -0.7122
C 0.8246 0.2221 -0.4124 -0.0989
C 1.0717 0.9986 0.8779 -1.2530
N 2.1407 -0.5991 -0.9877 -0.6939
H -0.4777 -1.2053 -1.2544 0.2803
H 0.1818 -1.7350 0.2264 0.4718
H -1.6271 -0.8345 1.3139 0.2098
H 0.3260 0.9023 -1.1091 0.3236
H 0.3060 1.7468 1.0423 0.3720
H 2.0452 1.4677 0.7711 0.4159
H 1.0049 0.3992 1.7840 0.2591
H 2.4143 -0.9034 -0.0493 0.2990
H 2.0342 0.4654 -0.9840 0.3265
```

=====

B) The following is a quantum chemistry calculation of an isolated ion of composition C4H9N2O2 and charge -1, from the Open Molecules 2025 dataset.

Properties
- SMILES string = NC(=O)[C@@H](N)CC[O-]
- total charge = -1
- orbital gap (eV) = 6.304

XYZ file:
```
17
Properties=species:S:1:pos:R:3:mulliken_charge:R:1
N -0.8116 -0.6695 1.3873 -0.7875
C -0.1857 0.2451 0.4492 0.0911
C 0.3522 -0.5352 -0.8833 -0.6323
C 1.4714 -1.6138 -0.4418 -0.4624
O 0.9683 -2.5887 0.3216 -0.8935
C -1.2107 1.2292 -0.0234 0.2963
N -0.6999 2.5425 0.0707 -0.3639
O -2.3611 1.0067 -0.3130 -0.6255
H -0.1565 -1.4399 1.5444 0.3893
H -1.6485 -1.0298 0.9528 0.2809
H 0.6645 0.7435 0.9310 0.2420
H 0.6591 0.2622 -1.5499 0.4282
H -0.5248 -1.1346 -1.1530 0.2226
H 2.3600 -1.1194 0.0161 0.2045
H 1.9819 -1.9037 -1.4101 0.2349
H -1.1477 3.4184 -0.1258 0.1958
H 0.2891 2.5871 0.2272 0.1795
```

=====

C) The following is a quantum chemistry calculation of a 2-piece molecular cluster, C4H9N2O2 overall, from the Open Molecules 2025 dataset.

Properties
- total charge = -1
- orbital gap (eV) = 6.086

XYZ file:
```
17
Properties=species:S:1:pos:R:3:mulliken_charge:R:1
O -0.1171 -2.3924 1.2943 -0.6830
C -1.2058 -2.4932 0.6125 0.4719
N -2.4098 -3.0515 0.7561 -0.8374
C 0.9134 4.6915 0.3462 -0.0617
O 0.7818 5.7510 0.8806 -0.3982
C -0.9386 -1.4522 -0.7011 -0.3932
N 0.5501 -1.3074 -0.9480 -0.4930
C 1.2557 -0.3524 -0.0999 -0.8621
H -3.1272 -3.0833 0.0740 0.1681
H 0.3279 3.8373 0.8729 0.2285
H 1.4195 4.6019 -0.6756 0.2301
H -1.4086 -1.7203 -1.6771 0.2405
H -1.4130 -0.5027 -0.3281 0.1723
H 1.0119 -2.2269 -0.7733 0.2760
H 1.1878 -0.3805 1.0365 0.2613
H 2.2551 -0.5180 -0.2721 0.3768
H 0.9168 0.5993 -0.3980 0.3031
```

=====

Relative energy table, unit kcal/mol: A) 13.0; B) 0.0; C) 40.4